Entry 1:
Computed, not measured: a molecular structure, C44H41FeN6P2S2, with the ωB97M-V functional and the def2-TZVPD basis.

E_LUMO (spin up / spin down) = -4.22 / -6.66 eV
gap between HOMO and LUMO (spin up / spin down) = 0.2900 / 0.2024 hartree
multiplicity = 6
electronic energy = -129857.231 eV
charge = +2

Structure (XYZ):
```
96
Properties=species:S:1:pos:R:3:forces:R:3:mulliken_spin:R:1
Fe -0.4738 -0.5642 0.7626 0.15 0.00 0.03 3.73
C -0.9365 -3.0989 -1.5903 0.04 -0.01 0.06 0.01
P -1.8056 -2.5876 -0.0466 -0.18 0.24 0.04 0.02
C -2.7324 -4.0043 0.5724 0.17 -0.11 -0.02 0.01
C -2.3181 -4.6127 1.7558 0.01 0.02 0.00 0.01
C -2.9845 -5.7324 2.2345 0.00 0.00 0.00 0.00
C -4.0597 -6.2475 1.5272 0.00 0.00 0.00 0.00
C -4.4729 -5.6490 0.3415 0.00 0.00 0.01 0.00
C -3.8134 -4.5306 -0.1372 -0.01 0.02 -0.03 0.00
C -3.0595 -1.3776 -0.5586 -0.14 -0.12 0.06 -0.02
C -4.2618 -1.2902 0.1507 0.03 0.07 0.04 0.02
C -5.1658 -0.2801 -0.1304 0.02 0.01 -0.04 0.00
C -4.8828 0.6516 -1.1229 0.01 -0.04 0.03 0.01
C -3.6939 0.5674 -1.8287 -0.01 0.08 -0.04 -0.01
C -2.7751 -0.4339 -1.5430 -0.03 -0.04 -0.13 0.03
C 0.4019 -2.4434 -1.6492 0.00 -0.05 0.00 0.33
C 1.5549 -2.8718 -2.3640 0.05 -0.03 0.03 0.01
C 2.5871 -2.0946 -1.9276 0.00 -0.03 -0.02 0.07
C 2.0403 -1.1907 -0.9533 -0.11 -0.18 0.08 0.35
C 2.7617 -0.3076 0.0085 0.04 0.07 0.04 0.05
P 1.7913 -0.3178 1.5877 0.06 -0.27 -0.02 -0.05
C 2.7514 -1.2764 2.7671 0.03 0.12 0.04 0.04
C 2.0949 -2.2400 3.5279 -0.01 -0.02 -0.02 0.00
C 2.7944 -2.9748 4.4744 0.00 -0.01 0.00 0.00
C 4.1492 -2.7472 4.6617 0.00 0.00 0.00 0.00
C 4.8101 -1.7841 3.9074 0.00 -0.01 0.00 0.00
C 4.1146 -1.0483 2.9636 0.00 0.01 0.00 0.00
C 1.5037 1.3233 2.2342 -0.12 0.02 -0.12 0.01
C 1.7668 1.6037 3.6439 0.09 -0.05 0.06 0.01
C 1.0850 2.5290 4.3180 0.02 0.01 0.03 0.01
C 0.0065 3.2902 3.6706 -0.10 0.01 -0.03 0.00
C -1.2511 2.6116 3.1171 -0.04 0.05 -0.10 0.00
C 0.6334 2.0884 1.5273 0.16 0.08 0.10 -0.03
N 0.7048 -1.4109 -0.8223 0.00 0.21 -0.13 0.03
H -1.5407 -2.8992 -2.4801 0.00 0.05 0.02 0.04
H -0.7918 -4.1816 -1.5439 -0.04 0.00 -0.05 0.01
H -1.4653 -4.2189 2.2988 0.01 -0.01 -0.01 0.00
H -2.6616 -6.2041 3.1527 0.00 0.00 0.00 0.00
H -4.5788 -7.1214 1.8972 0.00 0.00 0.00 0.00
H -5.3105 -6.0565 -0.2080 0.00 0.00 0.00 0.00
H -4.1448 -4.0602 -1.0556 0.00 0.00 0.00 0.00
H -4.5013 -2.0239 0.9107 0.00 0.01 0.00 0.00
H -6.1002 -0.2308 0.4127 0.00 0.01 0.00 0.00
H -5.5939 1.4334 -1.3526 0.00 0.00 0.00 0.00
H -3.4796 1.2834 -2.6094 0.00 0.00 0.01 0.00
H -1.8630 -0.5010 -2.1292 0.02 0.03 0.03 0.00
H 1.5886 -3.6746 -3.0822 -0.01 0.00 -0.01 0.00
H 3.6234 -2.1382 -2.2208 0.00 0.00 -0.01 0.00
H 2.8592 0.7075 -0.3866 -0.02 0.01 0.02 0.01
H 3.7757 -0.6741 0.1744 0.00 0.00 -0.02 0.00
H 1.0362 -2.4172 3.3750 0.00 0.00 0.00 0.01
H 2.2841 -3.7255 5.0625 0.00 0.00 0.00 0.00
H 4.6951 -3.3210 5.3984 0.00 0.00 0.00 0.00
H 5.8658 -1.6061 4.0603 0.00 0.00 0.00 0.00
H 4.6331 -0.2873 2.3910 0.00 0.00 0.00 0.00
H 2.5514 1.0396 4.1320 -0.01 0.02 0.00 0.00
H 1.3372 2.7667 5.3424 0.01 0.00 0.00 0.00
H -0.1747 4.2855 4.0578 0.00 -0.01 0.01 0.00
H -2.1114 3.2709 3.1421 -0.01 -0.02 -0.01 0.00
H 0.9365 1.4351 -0.4243 0.13 0.23 0.02 0.00
N -0.3991 4.2685 1.3734 0.09 0.09 0.01 0.00
C -0.9057 4.0161 0.1069 0.03 -0.09 -0.04 0.01
C -1.6499 4.9527 -0.6021 0.01 0.02 0.04 0.00
C -2.0365 4.6981 -1.9051 -0.01 0.05 0.01 0.00
C -1.6947 3.4976 -2.5071 -0.03 -0.07 -0.04 0.00
C -0.9794 2.5478 -1.7962 -0.02 -0.05 0.04 0.01
C -0.5831 2.7963 -0.4935 -0.06 0.14 -0.05 0.02
N 0.2484 1.8411 0.2037 -0.26 -0.44 -0.01 0.09
C -0.1666 3.1297 2.1903 0.02 0.03 0.05 -0.02
C -1.6135 1.1979 3.4055 -0.05 0.04 0.05 0.01
C -2.1921 0.8865 4.5971 0.04 -0.06 -0.03 0.00
S -2.7110 -0.7340 4.6343 0.01 0.06 0.01 0.00
C -2.1293 -0.9364 3.0663 -0.02 -0.12 0.08 0.02
N -1.5700 0.1217 2.5224 0.04 0.03 -0.09 0.04
H -0.6859 5.1179 1.8338 -0.03 -0.04 -0.01 0.00
H -1.8952 5.8968 -0.1309 0.00 0.00 0.01 0.00
H -2.5980 5.4438 -2.4513 0.00 0.00 0.00 0.00
H -1.9852 3.2966 -3.5297 0.01 0.00 0.00 0.00
H -0.6937 1.6200 -2.2703 0.01 -0.02 0.00 -0.01
H -2.3470 1.5533 5.4293 -0.01 -0.01 0.01 0.00
H -2.2049 -1.8929 2.5677 0.00 0.04 -0.01 -0.01
S 1.5741 0.6280 -3.1975 0.07 -0.01 0.05 0.12
C 2.5575 1.4436 -4.3279 -0.03 0.03 -0.01 0.00
N 3.8500 1.6797 -4.0866 -0.01 0.02 -0.01 0.00
C 4.7527 2.3823 -4.9997 0.01 0.00 0.01 0.00
C 3.9458 3.3085 -5.8914 0.00 0.01 0.01 0.00
C 2.8138 2.5273 -6.5327 -0.01 0.00 -0.01 0.00
N 2.0437 1.8576 -5.4863 0.03 0.01 -0.01 0.01
H 4.2018 1.3323 -3.2115 -0.02 0.02 -0.02 0.00
H 5.3110 1.6590 -5.5985 0.00 0.00 -0.01 0.00
H 5.4665 2.9451 -4.4005 0.01 -0.01 0.00 0.00
H 4.5876 3.7357 -6.6597 0.00 -0.01 0.00 0.00
H 3.5371 4.1292 -5.2991 0.00 0.00 0.00 0.00
H 3.2051 1.7880 -7.2359 0.00 0.00 -0.01 0.00
H 2.1411 3.1860 -7.0783 0.00 0.00 0.00 0.00
H 1.0709 1.6485 -5.6344 0.01 -0.01 0.00 0.00
```
Forces are in eV/Å.

Entry 2:
Computed, not measured: a molecular structure, C44H41N2OPPdSi, with the ωB97M-V functional and the def2-TZVPD basis.

E_LUMO (spin up / spin down) = -0.41 / -0.64 eV
gap between HOMO and LUMO (spin up / spin down) = 0.2254 / 0.2767 hartree
multiplicity = 3
electronic energy = -71967.854 eV
charge = 0

Structure (XYZ):
```
91
Properties=species:S:1:pos:R:3:forces:R:3:mulliken_spin:R:1
Pd 0.5473 1.3856 -0.0818 0.17 0.49 0.23 1.46
C -6.2278 1.5893 -0.9696 0.00 -0.02 -0.05 0.00
C -6.0175 2.0052 0.3391 -0.03 0.01 0.04 0.00
C -4.7480 1.9542 0.8885 0.02 -0.01 0.03 0.01
C -3.6722 1.4867 0.1336 0.00 -0.01 -0.13 0.04
C -3.8917 1.0709 -1.1763 -0.05 0.02 -0.01 0.01
C -5.1658 1.1214 -1.7271 -0.01 0.00 -0.01 0.00
P -1.9580 1.4642 0.7436 0.44 -0.24 0.23 0.04
C -2.0564 0.6515 2.3719 -0.34 -0.07 -0.01 -0.01
C -0.9808 0.7220 3.2519 0.08 0.06 0.01 0.00
C -0.9515 -0.0356 4.4101 0.02 0.01 0.02 -0.01
C -1.9937 -0.9036 4.7023 -0.02 -0.01 0.00 0.01
C -3.0591 -1.0058 3.8213 0.00 -0.02 0.03 -0.01
C -3.0918 -0.2367 2.6677 0.01 0.02 0.00 0.02
C -1.4500 3.1940 0.8402 -0.16 0.11 -0.20 -0.04
C -2.1143 4.3012 1.3704 0.04 -0.03 0.07 0.02
C -1.6088 5.5637 1.1207 0.00 0.04 0.02 -0.01
C -0.4623 5.7094 0.3388 0.02 0.02 -0.02 0.01
C 0.1940 4.6032 -0.1803 0.04 -0.02 0.00 -0.04
C -0.2937 3.3157 0.0525 -0.09 -0.03 0.07 0.32
H -7.2219 1.6288 -1.3958 0.00 0.00 0.00 0.00
H -6.8472 2.3677 0.9327 0.00 0.00 0.00 0.00
H -4.5944 2.2626 1.9156 0.01 0.01 0.01 0.00
H -3.0618 0.7010 -1.7670 0.00 0.00 0.00 0.00
H -5.3245 0.7911 -2.7454 -0.01 0.00 0.00 0.00
H -0.1364 1.3532 3.0188 -0.02 0.01 -0.03 0.02
H -0.1002 0.0416 5.0751 0.00 -0.01 0.01 0.00
H -1.9681 -1.5063 5.6007 0.00 0.00 0.00 0.00
H -3.8689 -1.6955 4.0228 0.00 0.00 0.01 0.00
H -3.9275 -0.3495 1.9906 0.00 0.02 -0.04 0.01
H -3.0153 4.1812 1.9604 -0.01 0.00 0.01 0.00
H -2.1076 6.4393 1.5171 0.00 0.00 0.00 0.00
H -0.0841 6.7048 0.1349 0.01 0.00 0.00 0.00
H 1.0941 4.7455 -0.7692 0.00 0.01 0.00 0.01
C 4.3256 0.7380 -2.4462 0.07 -0.01 0.03 0.00
C 5.2996 0.6527 -1.4653 -0.04 -0.02 -0.11 0.00
C 4.9856 1.0130 -0.1667 -0.15 0.05 0.04 0.00
C 3.6935 1.4460 0.1182 0.00 0.00 -0.22 0.02
N 2.7565 1.5229 -0.8359 0.12 -0.19 0.09 0.04
C 3.0641 1.1754 -2.0804 -0.01 0.00 0.02 0.01
C 3.2806 1.9224 1.4656 -0.06 0.12 0.17 0.01
C 4.1593 1.9785 2.5451 -0.10 0.04 -0.10 0.00
C 3.7316 2.5503 3.7300 -0.06 0.04 0.04 0.00
C 2.4513 3.0752 3.8060 0.06 0.00 0.02 0.00
C 1.6315 2.9577 2.6972 -0.04 0.03 -0.07 -0.01
N 2.0223 2.3722 1.5718 0.13 -0.30 -0.08 0.08
H 4.5212 0.4585 -3.4717 0.02 0.00 0.00 0.00
H 6.2949 0.3015 -1.7027 0.00 0.00 -0.02 0.00
H 5.7395 0.9503 0.6035 -0.02 0.00 0.02 0.00
H 2.2641 1.2383 -2.8066 0.05 0.00 0.02 0.00
H 5.1650 1.5940 2.4677 -0.01 0.00 -0.03 0.00
H 4.4009 2.6001 4.5786 -0.01 0.00 0.01 0.00
H 2.0847 3.5581 4.7005 0.02 0.00 0.01 0.00
H 0.6183 3.3449 2.6960 0.00 0.02 0.01 0.01
C 3.4258 -2.4504 -0.7485 -0.01 0.01 -0.03 0.00
C 2.1236 -3.1060 -0.2737 -0.02 0.08 0.01 0.01
C 2.0330 -2.9422 1.2508 -0.04 0.00 0.00 0.00
C 2.1799 -4.6016 -0.5841 -0.03 -0.05 -0.03 0.00
Si 0.6952 -2.0644 -1.0087 0.05 -0.04 0.14 0.03
O 0.7571 -0.6403 -0.2906 -0.12 -0.04 -0.25 -0.03
C 0.8849 -1.8219 -2.8807 0.01 -0.12 0.05 0.01
C 0.5291 -0.5925 -3.4357 -0.10 0.07 0.02 -0.04
C 0.6002 -0.3570 -4.8018 -0.01 0.03 -0.02 0.00
C 1.0379 -1.3597 -5.6549 0.00 0.01 -0.02 0.00
C 1.3873 -2.5953 -5.1298 0.02 -0.01 -0.05 0.00
C 1.3041 -2.8189 -3.7627 0.04 -0.04 -0.02 0.00
C -1.0109 -2.8600 -0.7903 0.10 0.03 -0.01 0.01
C -1.2979 -4.2221 -0.8820 0.03 -0.07 -0.06 0.00
C -2.5992 -4.6984 -0.7886 0.00 -0.04 0.00 0.00
C -3.6529 -3.8153 -0.6105 -0.03 0.00 0.01 0.00
C -3.3952 -2.4547 -0.5284 -0.05 0.03 0.02 0.00
C -2.0909 -1.9920 -0.6160 -0.01 0.04 0.07 -0.01
H 4.2866 -2.9107 -0.2488 0.01 0.00 0.01 0.00
H 3.4273 -1.3843 -0.5120 0.00 0.01 0.00 0.00
H 3.5674 -2.5561 -1.8273 0.01 -0.01 -0.01 0.00
H 2.8584 -3.4776 1.7346 0.02 0.00 0.01 0.00
H 1.0964 -3.3481 1.6429 0.00 -0.01 0.00 0.00
H 2.0809 -1.8905 1.5372 0.00 0.00 0.00 0.00
H 3.1155 -5.0172 -0.1916 0.01 -0.02 0.00 0.00
H 2.1543 -4.8229 -1.6525 0.01 0.00 -0.01 0.00
H 1.3656 -5.1464 -0.1045 -0.01 0.01 -0.01 0.00
H 0.1764 0.2011 -2.7807 0.00 -0.04 -0.01 0.02
H 0.3080 0.6079 -5.1996 0.00 0.00 -0.01 0.00
H 1.0982 -1.1829 -6.7215 0.00 0.00 0.00 0.00
H 1.7212 -3.3888 -5.7873 0.00 0.00 0.00 0.00
H 1.5736 -3.7983 -3.3852 0.00 0.00 0.01 0.00
H -0.5000 -4.9368 -1.0418 0.00 0.01 -0.01 0.00
H -2.7899 -5.7625 -0.8599 0.00 0.00 0.00 0.00
H -4.6687 -4.1848 -0.5405 0.00 0.00 0.00 0.00
H -4.2110 -1.7521 -0.3970 0.00 0.00 0.00 0.00
H -1.8954 -0.9283 -0.5416 0.03 0.00 0.02 -0.01
```
Forces are in eV/Å.

Q: Number 2 is which compound?
A: C44H41N2OPPdSi

Q: Which value of multiplicity does entry 1 give?
A: 6